1.
This record from the Open Molecules 2025 dataset describes a molecular structure, C24H43MnNP2 in a non-equilibrium geometry. The level of theory is ωB97M-V/def2-TZVPD.

Each line ends with the Mulliken charge.
CARTESIAN COORDINATES (ANGSTROEM)
1 P 0.5255 -2.0246 -2.5956  0.916
2 P 1.0690 1.2578 -1.5294  1.412
3 C 0.7539 -0.5809 -3.7740  -1.066
4 C 1.5931 0.5812 -3.2363  -1.357
5 H -0.2280 -0.2809 -4.2464  0.415
6 H 1.3553 -1.0984 -4.5350  0.623
7 H 2.6563 0.2993 -3.1451  0.403
8 H 1.5048 1.3593 -4.0203  0.489
9 C 0.7930 2.8742 -2.4821  -2.049
10 H 0.4859 3.6989 -1.8338  0.360
11 H 0.1508 2.7564 -3.3718  0.357
12 H 1.8068 3.0904 -2.8316  0.625
13 C 2.4156 1.9935 -0.5647  -1.652
14 H 2.7905 2.8067 -1.1953  0.659
15 H 3.1711 1.1923 -0.3628  0.551
16 H 1.9035 2.4355 0.3104  0.396
17 C -0.2679 -3.0265 -3.9433  -1.737
18 H -0.3808 -4.0859 -3.6833  0.374
19 H 0.3608 -2.9451 -4.8266  0.535
20 H -1.2703 -2.6429 -4.1846  0.386
21 C 2.1387 -2.8333 -2.4781  -1.359
22 H 2.9257 -2.0925 -2.3135  0.383
23 H 2.2997 -3.3444 -3.4319  0.432
24 H 2.1848 -3.5712 -1.6765  0.364
25 Mn 2.2298 0.3341 0.9569  -0.316
26 C -2.3518 0.7296 -2.5532  -0.391
27 C -3.3024 -0.1095 -2.9583  -0.309
28 C -4.3898 -0.5106 -1.9745  -0.676
29 C -3.9973 -1.9827 -1.4953  -0.507
30 C -2.7600 -2.5390 -2.0862  -1.239
31 C -1.4652 -2.2020 -1.6572  -0.003
32 C -1.4218 -0.9562 -0.6447  -0.133
33 C -1.9653 0.4646 -0.9944  -1.235
34 C 2.4194 -1.4840 1.9692  -1.330
35 H -1.7089 1.4594 -3.1492  0.120
36 H -3.1857 -0.8331 -3.7939  0.345
37 H -5.4379 -0.4729 -2.3439  0.381
38 H -4.4502 0.1063 -1.0658  0.242
39 H -3.7689 -1.9592 -0.4124  0.180
40 H -4.9084 -2.5885 -1.6727  0.368
41 H -2.8860 -3.4469 -2.6695  0.474
42 H -1.1090 -3.0844 -1.0730  0.633
43 H -0.4266 -0.8832 -0.1818  -0.142
44 H -1.9769 -1.3583 0.2403  0.770
45 H -2.8533 0.5339 -0.3289  0.497
46 H -1.3757 1.3232 -0.6043  0.381
47 H 3.5052 -1.6212 2.0875  0.363
48 H 2.0401 -2.2430 1.2999  0.301
49 H 1.8822 -1.5514 2.9265  0.265
50 C 1.4367 2.0699 5.9407  -1.042
51 N 2.1499 1.6336 4.7520  0.168
52 C 2.3946 0.2230 4.7818  -0.891
53 C 1.8898 2.2254 3.4362  -1.419
54 C 0.5263 1.8239 2.9837  1.507
55 C -0.6121 2.4308 3.5551  -0.515
56 C -1.8306 1.7415 3.4266  -0.758
57 C -1.8752 0.5200 2.7459  -0.654
58 C -0.6904 -0.0010 2.1906  -0.537
59 C 0.4490 0.7781 2.0635  0.225
60 H 1.9132 1.6174 6.8170  0.322
61 H 0.3986 1.7227 5.9622  0.379
62 H 1.4432 3.1490 6.0846  0.309
63 H 1.4377 -0.3565 4.7879  0.284
64 H 2.9824 -0.0945 3.9054  0.161
65 H 2.9593 -0.0202 5.6975  0.373
66 H 1.9654 3.3081 3.6298  0.443
67 H 2.6354 1.8672 2.6650  0.235
68 H -0.4709 3.3546 4.1520  0.410
69 H -2.7064 2.1788 3.9050  0.379
70 H -2.8008 -0.0614 2.7108  0.431
71 H -0.6683 -1.0540 1.9369  0.691

Cartesian forces (eV/Å) of the 3 atoms listed first:
P -1.0 1.2 -1.5
P -1.9 0.4 -2.5
C 0.6 -0.8 0.0

## Properties
- ⟨S²⟩ = 8.787
- F_max (eV Å⁻¹) = 5.7
- net charge = 0
- frontier orbital gap (alpha / beta) (eV) = 6.3296 / 5.6582
- energy relative to the best compared isomer or geometry (same formula, charge and spin) (eV) = 4.043
- spin multiplicity = 6



2.
This record from the Open Molecules 2025 dataset describes a molecular structure, C11H10Li4N2O3 in a non-equilibrium geometry. The level of theory is ωB97M-V/def2-TZVPD.

Each line ends with the Mulliken charge.
CARTESIAN COORDINATES (ANGSTROEM)
1 Li -30.1258 5.7296 20.2539  0.885
2 Li -29.1930 1.7907 22.4888  0.841
3 Li -31.3720 5.0070 24.0228  0.868
4 Li -30.5597 3.0245 19.3431  0.912
5 C -30.6419 3.6494 22.1812  1.274
6 O -30.3268 2.9129 21.2529  -0.937
7 O -30.8548 4.8663 21.9398  -0.959
8 O -30.4702 3.2870 23.3813  -0.951
9 N -33.3401 5.8146 23.9531  -0.398
10 C -34.0278 6.0689 25.1090  0.111
11 C -35.1792 6.9041 25.1250  -0.304
12 C -35.7555 7.3926 23.8734  -0.214
13 C -35.0663 6.9568 22.7433  -0.613
14 C -33.8879 6.2671 22.7747  0.273
15 H -33.6406 5.6706 26.0352  0.449
16 H -35.6407 7.2230 26.0478  0.417
17 H -36.7387 7.8342 23.9414  0.473
18 H -35.5010 7.2313 21.7935  0.371
19 H -33.3584 6.0259 21.8648  0.442
20 N -27.2906 2.3468 23.0437  -0.392
21 C -27.2309 3.0561 24.1944  -0.006
22 C -26.0894 3.6933 24.6567  -0.616
23 C -24.9212 3.4546 23.9766  -0.174
24 C -24.8975 2.8465 22.7592  -0.509
25 C -26.1489 2.2891 22.3529  -0.156
26 H -28.1070 3.1610 24.8172  0.382
27 H -26.1230 4.1774 25.6215  0.383
28 H -23.9651 3.8198 24.3211  0.386
29 H -24.0044 2.7918 22.1544  0.402
30 H -26.1894 1.7639 21.4101  0.361

Cartesian forces (eV/Å) of the 3 atoms listed first:
Li -0.1 0.2 1.3
Li 0.1 0.2 0.5
Li 0.4 -0.6 -0.5

## Properties
- ⟨S²⟩ = 0.773
- F_max (eV Å⁻¹) = 5.7
- net charge = +3
- frontier orbital gap (alpha / beta) (eV) = 6.2120 / 2.2079
- spin multiplicity = 2



3.
This record from the Open Molecules 2025 dataset describes 2 unconnected molecules or ions with the total composition C13H12Cl2N2O3S. The level of theory is ωB97M-V/def2-TZVPD.

Each line ends with the Mulliken charge.
CARTESIAN COORDINATES (ANGSTROEM)
1 N -0.8679 -0.1641 3.5316  -0.631
2 C -1.0173 0.1004 2.3014  0.101
3 C -2.2325 0.8453 1.8284  -0.590
4 O -2.9204 0.2215 0.7329  -0.248
5 S -3.1825 -1.3834 0.9190  0.728
6 O -4.3415 -1.5436 1.7539  -0.576
7 O -3.7340 -1.5378 -0.6088  -0.355
8 C -2.8092 -1.8044 -1.6142  0.482
9 C -1.6488 -1.0810 -1.8144  -0.206
10 C -0.8400 -1.4577 -2.8760  -0.542
11 C -1.2305 -2.5090 -3.6839  -0.298
12 N -2.3562 -3.1925 -3.4931  -0.562
13 C -3.1261 -2.8465 -2.4728  -0.242
14 H 0.0255 -0.6355 3.6775  0.305
15 H -0.2632 -0.1766 1.5526  0.409
16 H -1.9191 1.8190 1.4450  0.318
17 H -2.9133 0.9949 2.6684  0.268
18 H -1.3939 -0.2473 -1.1758  0.490
19 H 0.0843 -0.9306 -3.0841  0.390
20 H -0.6098 -2.8148 -4.5200  0.348
21 H -4.0446 -3.4028 -2.3118  0.411
22 Cl 3.1216 -0.5536 2.4793  -0.185
23 C 3.3064 0.8026 1.4209  0.326
24 C 3.4883 0.6250 0.0553  0.287
25 Cl 3.5253 -0.9562 -0.6418  -0.198
26 C 3.6353 1.7303 -0.7703  -0.438
27 C 3.5976 3.0065 -0.2357  -0.445
28 C 3.4102 3.1831 1.1284  -0.497
29 C 3.2646 2.0824 1.9548  -0.439
30 H 3.7790 1.5803 -1.8311  0.416
31 H 3.7147 3.8626 -0.8858  0.373
32 H 3.3785 4.1777 1.5512  0.385
33 H 3.1195 2.2059 3.0189  0.412

Cartesian forces (eV/Å) of the 3 atoms listed first:
N 0.0 0.1 -0.3
C 0.3 -0.3 0.3
C -0.1 0.3 0.3

## Properties
- F_max (eV Å⁻¹) = 0.5
- net charge = 0
- frontier orbital gap (eV) = 10.0005
- energy relative to the best compared isomer or geometry (same formula, charge and spin) (eV) = 1.393
- spin multiplicity = 1



4.
This record from the Open Molecules 2025 dataset describes a molecular structure, C39H23IrN5O3PS2. The level of theory is ωB97M-V/def2-TZVPD.

Each line ends with the Mulliken charge.
CARTESIAN COORDINATES (ANGSTROEM)
1 Ir -0.3862 0.0924 0.7276  3.005
2 S 1.4587 -1.4845 1.0077  -0.658
3 C 0.7871 -2.9163 0.2574  0.653
4 C 1.6303 -4.0010 0.0093  -1.137
5 C 1.1802 -5.1347 -0.6475  0.607
6 C 2.1020 -6.1979 -0.9326  -0.263
7 N 2.8481 -7.0381 -1.1738  -0.562
8 C -0.1592 -5.2125 -1.0553  0.464
9 C -1.0119 -4.1543 -0.7817  -1.083
10 C -0.5612 -3.0113 -0.1287  1.120
11 S -1.7263 -1.7230 0.1549  -0.620
12 C -0.6466 -6.3369 -1.7998  -0.226
13 N -1.0320 -7.2368 -2.4026  -0.560
14 H 2.6671 -3.9426 0.3137  0.525
15 H -2.0427 -4.2080 -1.1077  0.492
16 O -2.4843 1.9698 1.4435  -0.668
17 C -1.9355 1.4021 0.5167  -0.539
18 C -2.3896 1.7260 -0.8979  -0.249
19 C -3.5505 2.4562 -1.1286  -0.646
20 C -3.9375 2.7415 -2.4261  -0.668
21 C -3.1643 2.3082 -3.5002  -0.807
22 C -2.0034 1.5867 -3.2762  0.227
23 C -1.6142 1.2949 -1.9701  -0.090
24 P -0.1397 0.3512 -1.4958  1.164
25 C -0.1061 -1.1017 -2.5950  0.593
26 C -1.2811 -1.5776 -3.1765  -0.566
27 C -1.2627 -2.7262 -3.9518  -1.104
28 C -0.0773 -3.4230 -4.1422  -0.493
29 C 1.0920 -2.9634 -3.5567  -0.911
30 C 1.0789 -1.8072 -2.7889  -0.306
31 C 1.3111 1.3151 -2.0368  -0.202
32 C 2.5665 0.9231 -1.5622  0.347
33 C 3.7004 1.6416 -1.9055  -0.852
34 C 3.5943 2.7692 -2.7102  -0.677
35 C 2.3502 3.1738 -3.1696  -0.794
36 C 1.2120 2.4492 -2.8376  -0.314
37 H -4.1324 2.7839 -0.2768  0.529
38 H -4.8464 3.2999 -2.6104  0.416
39 H -3.4740 2.5284 -4.5136  0.439
40 H -1.4118 1.2360 -4.1137  0.567
41 H -2.2178 -1.0650 -3.0065  0.396
42 H -2.1818 -3.0872 -4.3953  0.397
43 H -0.0696 -4.3312 -4.7312  0.432
44 H 2.0179 -3.5084 -3.6879  0.487
45 H 1.9992 -1.4734 -2.3297  0.199
46 H 2.6443 0.0755 -0.8889  0.115
47 H 4.6669 1.3264 -1.5337  0.454
48 H 4.4795 3.3335 -2.9736  0.408
49 H 2.2601 4.0566 -3.7892  0.444
50 H 0.2468 2.7860 -3.1913  0.368
51 O -0.1247 3.2932 7.6130  -0.576
52 N -0.1177 2.1721 7.1532  0.934
53 O -0.1834 1.1503 7.8061  -0.577
54 C 0.0150 2.0414 5.6881  0.176
55 C 0.6981 3.0213 5.0690  -0.943
56 C 0.9386 2.9630 3.6624  1.323
57 C 1.6646 3.9533 2.9831  -0.815
58 C 1.8444 3.8232 1.6338  -1.187
59 C 1.3109 2.7102 0.9772  0.334
60 N 0.6352 1.7556 1.5950  -0.006
61 C 0.4354 1.8839 2.9331  -0.863
62 C -0.3286 0.8686 3.6016  0.391
63 N -0.8221 -0.1151 2.8205  0.199
64 C -1.5233 -1.0846 3.3691  -0.064
65 C -1.7976 -1.1100 4.7383  -1.032
66 C -1.3185 -0.1183 5.5505  -0.725
67 C -0.5422 0.9128 4.9870  0.555
68 H 1.0778 3.8527 5.6461  0.525
69 H 2.0628 4.7987 3.5293  0.469
70 H 2.3865 4.5584 1.0569  0.509
71 H 1.4402 2.5981 -0.0873  0.074
72 H -1.8853 -1.8476 2.6914  0.450
73 H -2.3909 -1.9172 5.1429  0.462
74 H -1.5229 -0.1293 6.6083  0.533

Cartesian forces (eV/Å) of the 3 atoms listed first:
Ir 0.0 0.0 0.0
S 0.0 0.0 0.0
C 0.0 0.0 0.0

## Properties
- F_max (eV Å⁻¹) = 0.2
- net charge = 0
- frontier orbital gap (eV) = 5.6704
- energy relative to the best compared isomer or geometry (same formula, charge and spin) (eV) = 0.000
- spin multiplicity = 1



5.
This record from the Open Molecules 2025 dataset describes 7 unconnected molecules or ions with the total composition C22H64N2O27P7 in a non-equilibrium geometry. The level of theory is ωB97M-V/def2-TZVPD.

Each line ends with the Mulliken charge.
CARTESIAN COORDINATES (ANGSTROEM)
1 N 2.4698 0.1315 6.1282  -0.840
2 C 1.5399 -0.0513 5.3771  0.783
3 O 0.6747 -0.1560 4.2783  -0.505
4 P -0.9190 -0.5756 4.9850  1.656
5 C -0.4984 -2.4477 4.8951  -0.707
6 N -0.4639 -3.1382 6.2139  -0.619
7 O -1.1143 1.1558 5.2836  -0.355
8 C -2.3440 1.1601 6.1002  -0.485
9 C -3.2779 0.0910 5.3217  -0.245
10 O -2.5184 -1.1542 5.4563  -0.607
11 H -1.3470 -0.5551 3.6134  -0.616
12 H -0.3267 -0.6032 6.3012  -0.238
13 H 0.4780 -2.5830 4.2885  0.236
14 H -1.3645 -2.9334 4.3014  0.300
15 H -1.3950 -3.3989 6.5522  0.267
16 H 0.0922 -2.6370 6.9167  0.245
17 H -2.8376 2.1674 6.3094  0.311
18 H -1.9467 0.6438 7.0592  0.287
19 H -4.3982 0.0673 5.5349  0.330
20 H -3.1698 0.4479 4.2317  -0.019
21 C 6.2329 -2.9747 1.8158  -0.605
22 O 6.3363 -3.2153 3.2129  -0.326
23 P 5.0410 -3.8198 3.9524  1.109
24 O 3.8514 -3.9983 3.0900  -0.606
25 O 4.8426 -2.8521 5.2036  -0.383
26 C 4.5282 -1.4912 4.9291  -0.599
27 O 5.5968 -5.1521 4.6410  -0.373
28 C 6.0661 -6.1779 3.7853  -0.661
29 H 5.5609 -2.1337 1.6319  0.267
30 H 7.2239 -2.7279 1.4318  0.271
31 H 5.8674 -3.8634 1.2969  0.292
32 H 3.7738 -1.4131 4.1431  0.204
33 H 5.4353 -0.9612 4.6251  0.259
34 H 4.1388 -1.0302 5.8381  0.332
35 H 7.0663 -5.9267 3.4235  0.254
36 H 5.3916 -6.3207 2.9374  0.315
37 H 6.1205 -7.1072 4.3533  0.243
38 C -3.1313 0.3886 -2.3586  -0.543
39 O -2.9558 -0.1758 -1.0654  -0.257
40 P -3.6616 0.5724 0.1696  0.758
41 O -4.3749 1.8250 -0.1756  -0.717
42 O -2.4814 0.7273 1.2308  0.027
43 C -1.3829 1.5451 0.8637  -0.729
44 O -4.5617 -0.5704 0.8291  -0.326
45 C -5.6172 -1.0986 0.0454  -0.642
46 H -2.5793 1.3280 -2.4309  0.265
47 H -2.7403 -0.3100 -3.0993  0.184
48 H -4.1901 0.5608 -2.5641  0.277
49 H -1.7222 2.4706 0.3912  0.352
50 H -0.7317 0.9977 0.1781  0.290
51 H -0.8189 1.7935 1.7633  0.175
52 H -5.2156 -1.8091 -0.6813  0.297
53 H -6.1553 -0.3026 -0.4752  0.266
54 H -6.3117 -1.6226 0.7025  0.258
55 C 3.0196 -0.0212 -5.0373  -0.496
56 O 2.7182 -1.3890 -4.7835  -0.335
57 P 1.4069 -1.7024 -3.9079  1.010
58 O 0.6860 -0.5108 -3.4003  -0.507
59 O 1.9410 -2.7048 -2.7863  -0.373
60 C 2.9013 -2.2014 -1.8711  -0.663
61 O 0.5557 -2.6686 -4.8540  -0.360
62 C 0.0841 -2.1300 -6.0774  -0.668
63 H 3.3470 0.4644 -4.1156  0.288
64 H 3.8266 0.0276 -5.7697  0.172
65 H 2.1478 0.4964 -5.4423  0.280
66 H 2.6277 -1.2020 -1.5242  0.323
67 H 3.8829 -2.1702 -2.3502  0.255
68 H 2.9491 -2.8716 -1.0126  0.267
69 H 0.8977 -2.1042 -6.8062  0.249
70 H -0.3158 -1.1231 -5.9346  0.315
71 H -0.7091 -2.7739 -6.4582  0.249
72 C 3.3262 5.3188 5.1181  -0.617
73 O 3.4598 4.7924 6.4323  -0.291
74 P 2.2437 5.0464 7.4530  1.134
75 O 1.1362 5.8733 6.9197  -0.667
76 O 2.9679 5.6325 8.7538  -0.358
77 C 3.6252 6.8793 8.6198  -0.666
78 O 1.8423 3.5790 7.9236  -0.386
79 C 1.3339 2.6896 6.9311  -0.730
80 H 3.3914 6.4090 5.1451  0.274
81 H 4.1395 4.9296 4.5042  0.244
82 H 2.3762 5.0136 4.6751  0.309
83 H 3.0137 7.5876 8.0550  0.327
84 H 4.5842 6.7358 8.1159  0.252
85 H 3.8075 7.2858 9.6152  0.245
86 H 2.1566 2.2941 6.3384  0.227
87 H 0.6191 3.1976 6.2787  0.347
88 H 0.8300 1.8621 7.4285  0.238
89 C 6.0032 2.4838 -11.6401  -0.610
90 O 6.0847 2.2562 -10.2376  -0.324
91 P 4.7728 1.6805 -9.5088  1.024
92 O 3.5889 1.5125 -10.3815  -0.642
93 O 4.5725 2.6680 -8.2699  -0.292
94 C 4.2836 4.0251 -8.5636  -0.702
95 O 5.2974 0.3489 -8.7999  -0.292
96 C 5.7609 -0.6961 -9.6390  -0.702
97 H 5.3471 3.3330 -11.8420  0.277
98 H 7.0026 2.7110 -12.0133  0.242
99 H 5.6309 1.5955 -12.1544  0.297
100 H 3.5405 4.1052 -9.3608  0.351
101 H 5.2008 4.5389 -8.8607  0.262
102 H 3.8893 4.4995 -7.6649  0.246
103 H 6.7692 -0.4656 -9.9909  0.265
104 H 5.0948 -0.8378 -10.4935  0.350
105 H 5.7928 -1.6191 -9.0597  0.250
106 C -12.1539 -1.0597 -3.3168  -0.607
107 O -11.3899 -1.2801 -2.1370  -0.325
108 P -9.8053 -1.4852 -2.3148  1.042
109 O -9.3229 -1.4883 -3.7146  -0.656
110 O -9.5087 -2.8191 -1.4880  -0.306
111 C -10.1056 -4.0167 -1.9559  -0.707
112 O -9.1775 -0.3572 -1.3754  -0.276
113 C -9.4303 0.9951 -1.7214  -0.732
114 H -12.1971 -1.9763 -3.9089  0.276
115 H -13.1665 -0.7767 -3.0266  0.242
116 H -11.7216 -0.2526 -3.9115  0.297
117 H -10.0189 -4.1010 -3.0420  0.352
118 H -11.1590 -4.0384 -1.6667  0.262
119 H -9.5961 -4.8629 -1.4946  0.240
120 H -10.4397 1.2723 -1.4083  0.272
121 H -9.3209 1.1519 -2.7972  0.368
122 H -8.7132 1.6279 -1.1979  0.261

Cartesian forces (eV/Å) of the 3 atoms listed first:
N -4.4 -1.0 -3.0
C 1.8 0.8 -1.4
O 3.9 0.8 4.3

## Properties
- F_max (eV Å⁻¹) = 5.9
- net charge = -1
- frontier orbital gap (eV) = 5.7761
- spin multiplicity = 1